This record from OMol25 describes an isolated molecule of C4H6FN3 at a distorted geometry. The level of theory is ωB97M-V/def2-TZVPD.

Structure (XYZ):
```
14
Properties=species:S:1:pos:R:3:forces:R:3:nbo_charge:R:1
N -2.8172 -0.0416 -0.0523 -1.3 -0.1 0.7 -0.81
C -1.4117 0.0105 -0.0375 -0.6 -0.6 0.1 0.11
C -0.6132 1.1679 -0.0657 0.4 1.7 0.2 -0.41
C 0.6742 0.7511 0.0034 1.7 -0.5 0.1 0.52
F 1.8670 1.4200 0.0318 -1.3 -0.4 -0.1 -0.32
N 0.7226 -0.6091 0.0470 -0.2 -0.2 -0.4 -0.22
N 1.8230 -1.4730 -0.0263 1.4 0.3 1.6 -0.63
C -0.5890 -1.0760 -0.0364 0.6 -0.4 0.3 -0.15
H -3.3176 0.5240 0.6630 1.0 -0.3 -0.8 0.37
H -3.1390 -1.0007 0.1133 0.2 0.5 -0.3 0.37
H -0.8794 2.2206 -0.0996 -0.2 -0.4 0.0 0.23
H 2.3680 -1.4601 0.9069 -1.2 0.1 -2.0 0.36
H 2.4643 -1.1697 -0.7694 -0.4 -0.1 0.4 0.37
H -0.7594 -2.1484 -0.0618 -0.1 0.4 0.1 0.22
```
Positions in Å, forces in eV/Å.

Results
Spin multiplicity: 1
Kohn-Sham gap: 8.59 eV
Highest occupied orbital energy: -7.7 eV
LUMO energy: 0.886 eV
SMILES: Nc1cc(F)n(N)c1

This record from OMol25 describes a cluster of 2 separate species, C4H12N2O in total at a distorted geometry. The level of theory is ωB97M-V/def2-TZVPD.

Structure (XYZ):
```
19
Properties=species:S:1:pos:R:3:forces:R:3:nbo_charge:R:1
N 1.5043 1.0860 1.9569 0.7 0.0 0.0 -0.81
C 1.8512 1.0707 0.6078 -0.3 0.6 -0.4 0.01
C 1.3557 1.8732 -0.3446 0.5 -0.9 0.3 -0.16
N 1.6819 1.5407 -1.7108 0.1 0.7 0.0 -0.84
H 1.4761 0.1669 2.3567 0.2 -0.3 0.1 0.37
H 0.6305 1.5304 2.1253 -0.6 0.4 0.1 0.37
H 2.6575 0.4056 0.3260 -0.3 -0.4 0.0 0.20
H 0.6959 2.7018 -0.1024 -0.2 -0.1 -0.1 0.16
H 2.2711 2.2481 -2.1439 -0.1 0.0 0.0 0.35
H 0.8236 1.5201 -2.2474 0.0 -0.1 -0.1 0.35
C -1.3648 -1.6100 -1.2548 0.0 -0.2 0.5 -0.62
C -2.3963 -2.0006 -0.2158 -0.2 0.4 -0.2 -0.06
O -1.9614 -1.5321 1.0595 0.3 -0.2 -0.1 -0.73
H -0.3986 -1.9848 -0.9120 0.1 0.1 -0.1 0.22
H -1.5920 -2.0749 -2.2119 -0.1 0.1 -0.1 0.21
H -1.3126 -0.5266 -1.3451 0.1 0.0 -0.1 0.21
H -2.5330 -3.0864 -0.2422 0.0 0.0 0.2 0.15
H -3.3541 -1.5118 -0.4243 -0.1 -0.2 -0.3 0.15
H -2.6637 -1.6937 1.6897 -0.1 0.0 0.2 0.47
```
Positions in Å, forces in eV/Å.

Results
Spin multiplicity: 1
Kohn-Sham gap: 8.76 eV
Highest occupied orbital energy: -7.9 eV
LUMO energy: 0.880 eV
SMILES: N/C=C/N.CCO

This record from OMol25 describes a structure of composition C18H17IrN5S2 at a distorted geometry. The level of theory is ωB97M-V/def2-TZVPD.

Structure (XYZ):
```
43
Properties=species:S:1:pos:R:3:forces:R:3:mulliken_spin:R:1
Ir 0.5212 -0.8985 0.0056 1.5 -1.9 0.4 0.06
C 4.4103 1.2865 -0.2343 0.0 0.1 0.1 0.00
C 3.0363 0.7502 -0.4046 0.3 0.0 0.3 0.00
N 2.5626 -0.1563 0.3934 -2.3 -0.6 -0.6 0.00
N 3.2892 -0.5779 1.4188 1.4 0.3 0.7 0.00
C 2.8320 -1.5707 2.1187 -0.4 0.3 -0.6 0.00
N 3.5240 -2.0033 3.1643 0.0 -0.2 0.2 0.00
S 1.3405 -2.4252 1.7358 -1.4 0.8 -0.9 0.02
C 2.1445 1.1950 -1.4803 0.0 0.1 -0.2 0.00
C 2.3704 2.3398 -2.2270 0.1 -0.2 0.1 0.00
C 1.5005 2.6541 -3.2636 -0.1 0.0 -0.1 0.00
C 0.4488 1.7997 -3.5469 0.2 0.0 -0.1 0.00
C 0.2675 0.6869 -2.7411 0.0 0.0 -0.1 0.00
N 1.0787 0.4079 -1.7211 -1.4 -0.1 0.5 0.01
H 5.0710 0.5009 0.1246 0.0 0.0 0.0 0.00
H 4.4057 2.0664 0.5341 0.0 0.0 0.0 0.00
H 4.7983 1.7066 -1.1579 0.0 0.0 0.0 0.00
H 4.4307 -1.6123 3.3641 0.0 0.0 0.0 0.00
H 3.2065 -2.7878 3.7070 0.0 0.0 0.0 0.00
H 3.2058 2.9854 -1.9980 0.0 -0.1 0.0 0.00
H 1.6549 3.5485 -3.8519 0.0 0.0 0.0 0.00
H -0.2226 1.9859 -4.3727 0.0 0.0 0.0 0.00
H -0.5404 -0.0089 -2.9237 -0.1 0.0 0.1 0.00
C -0.3602 1.2906 2.0611 -0.1 0.1 0.1 0.00
C -1.5889 0.6121 1.5484 0.2 0.0 0.0 0.00
C -2.8705 0.9931 1.9737 -0.1 -0.1 -0.1 -0.01
C -3.9744 0.3527 1.4786 0.0 0.1 0.0 0.02
C -3.8168 -0.7140 0.5724 0.2 0.0 0.0 -0.01
C -4.9057 -1.4637 0.0605 0.0 -0.1 0.0 0.19
C -4.6954 -2.5475 -0.7645 -0.1 0.0 0.0 -0.03
C -3.4029 -2.9035 -1.1314 -0.1 0.0 0.0 0.11
C -2.3043 -2.1649 -0.6746 0.2 -0.4 -0.3 0.03
S -0.7331 -2.6357 -1.1356 0.7 1.9 1.2 0.53
C -2.5059 -1.0630 0.1954 -0.4 0.0 0.1 0.08
N -1.4345 -0.3830 0.6739 1.6 -0.3 -0.8 0.02
H -0.6187 2.1472 2.6792 0.0 0.0 0.0 0.00
H 0.2626 1.6356 1.2331 0.0 0.0 0.0 0.00
H 0.2220 0.5925 2.6674 0.0 0.0 0.0 0.00
H -2.9637 1.7987 2.6874 0.0 0.0 0.0 0.00
H -4.9690 0.6530 1.7844 0.0 0.0 0.0 0.00
H -5.9122 -1.1788 0.3399 0.0 0.0 0.0 0.00
H -5.5310 -3.1321 -1.1230 0.0 0.0 0.0 0.00
H -3.2339 -3.7621 -1.7694 0.0 0.0 0.0 0.00
```
Positions in Å, forces in eV/Å.

Results
Spin multiplicity: 2
Kohn-Sham gap (alpha / beta): 6.21 / 5.26 eV
Net charge: +2
Highest occupied orbital energy (alpha / beta): -14.4 / -14.4 eV
LUMO energy (alpha / beta): -8.157 / -9.104 eV

This record from OMol25 describes a cluster of 2 separate species, C9H13NS in total at a distorted geometry. The level of theory is ωB97M-V/def2-TZVPD.

Structure (XYZ):
```
24
Properties=species:S:1:pos:R:3:forces:R:3:nbo_charge:R:1
C -3.7113 -0.1130 0.1036 1.2 -0.5 -0.3 -0.21
C -2.8181 -0.9307 0.7773 1.3 0.1 0.2 -0.19
C -3.2135 0.8314 -0.7871 0.4 0.0 0.2 -0.21
C -1.4329 -0.7715 0.6518 -1.6 1.1 -0.2 -0.22
C -1.8574 0.9611 -1.0229 0.9 1.2 -0.3 -0.21
C -0.9707 0.1873 -0.2317 0.1 -0.7 -1.4 -0.18
C 1.4216 -2.0549 -1.7214 -0.3 0.9 -0.8 -0.47
C 1.1022 0.5229 1.1338 -0.3 3.5 -0.8 -0.61
C 2.4242 0.7957 1.8154 2.2 0.6 -0.7 -0.67
N 0.7779 0.8398 -2.1177 -0.2 -0.2 2.1 -1.08
S 0.8123 -0.0090 -0.4661 -0.9 0.6 -1.4 1.02
H -4.7400 -0.2983 0.1941 -1.3 0.0 0.2 0.22
H -3.0239 -1.7402 1.4432 -1.1 -0.2 0.3 0.21
H -3.8117 1.5223 -1.3460 -0.7 0.0 0.0 0.22
H -0.7729 -1.2937 1.3197 0.2 -0.3 -0.2 0.24
H -1.6035 1.8035 -1.7808 0.2 -2.0 1.5 0.25
H 2.0824 -2.5629 -1.0269 0.0 -0.1 0.7 0.12
H 0.4583 -2.6020 -1.7499 0.0 0.2 0.6 0.12
H 0.4948 1.5703 1.1491 1.0 -2.5 0.3 0.19
H 2.3492 1.7478 2.4004 0.0 -1.1 -0.1 0.23
H 2.8573 -0.0261 2.3940 -0.7 0.0 0.5 0.22
H 3.3478 0.9797 1.1675 -1.4 0.1 0.1 0.21
H 0.8985 0.1012 -2.7944 0.8 0.3 -0.3 0.42
H 1.1563 1.7824 -2.2083 0.2 -0.8 -0.1 0.39
```
Positions in Å, forces in eV/Å.

Results
Spin multiplicity: 1
Kohn-Sham gap: 8.03 eV
Highest occupied orbital energy: -8.0 eV
LUMO energy: 0.039 eV

In the order shown, the computed E_tot values come out to -420.09733, -344.30938, -1870.08587, -803.36706 Eh.